Entry 1
Molecular formula: C3H6INOS
Method: DFT, ωB97M-V/def2-TZVPD

The geometry in XYZ format:
```
13
C3H6INOS, DFT ωB97M-V/def2-TZVPD
I 0.65 -2.38 -1.96
S 1.15 -0.51 -0.53
O 1.76 -1.07 0.71
N 2.01 0.54 -1.24
C -0.81 1.04 0.67
C -0.55 0.09 -0.42
C -1.35 -0.31 0.75
H 2.88 0.65 -0.71
H 0.01 1.17 1.37
H -1.49 2.01 0.55
H -2.41 -0.43 0.75
H -1.02 -1.04 1.47
H -0.81 0.23 -1.41
```

Values from the calculation:
SMILES = N=[S@](=O)(I)C1CC1
Net charge = 0
Frontier orbital gap = 9.0 eV
E_HOMO = -9.57 eV

Löwdin population analysis, charges in e, atoms 1 to 2: 0.587, 0.283



Entry 2
Molecular formula: C3H6INOS
Method: DFT, ωB97M-V/def2-TZVPD

The geometry in XYZ format:
```
13
C3H6INOS, DFT ωB97M-V/def2-TZVPD
I -3.03 1.35 0.61
S -1.59 -0.49 -0.21
O -2.40 -1.29 -1.15
N -1.45 -1.42 1.04
C 1.80 0.92 -0.79
C 2.69 0.95 -1.79
C -1.44 -1.14 2.29
H 2.40 1.41 -2.79
H 1.74 0.45 0.21
H 0.75 1.19 -1.21
H -2.08 -0.48 2.73
H 3.69 0.57 -1.84
H -1.08 -2.02 2.90
```

Values from the calculation:
Net charge = 0
Frontier orbital gap = 8.5 eV
E_HOMO = -9.61 eV

Löwdin population analysis, charges in e, atoms 1 to 2: 0.414, 0.423



Which one is the least stable? From the structures above, entry 2.